(1)
DFT (ωB97M-V/def2-TZVPD) results for C3H4N2O3 in the gas phase in a non-equilibrium geometry.

E_HOMO in eV: -9.166
Energy relative to the best compared isomer or geometry (same formula, charge and spin) in eV: 7.358
Total energy in eV: -12291.63751
Gap between HOMO and LUMO in eV: 9.488
SMILES string: O/N=C1/C=NOCO1
Total charge: 0

```
12
Properties=species:S:1:pos:R:3:forces:R:3:mulliken_charge:R:1
O -2.71060 -0.01816 0.03519 0.2 -3.3 1.1 -0.340
N -1.73572 0.87621 -0.15780 2.9 1.2 -0.2 -0.340
C -0.53541 0.46526 -0.45760 -1.8 1.8 0.9 0.648
C 0.69560 1.39382 -0.13300 0.8 1.6 -1.6 -0.087
N 1.92629 0.88709 -0.05951 -4.2 8.6 0.0 -0.213
O 2.00319 -0.30594 -0.19745 0.2 -10.3 -0.9 -0.205
C 0.72839 -1.16104 0.08178 1.9 1.0 3.4 -0.400
O -0.37306 -0.90105 -0.73701 2.0 1.1 1.5 -0.361
H -2.31788 -0.89113 0.48562 -0.9 2.4 -1.7 0.337
H 0.66241 2.62040 -0.26008 -0.4 -3.7 0.8 0.284
H 1.00982 -2.22723 0.18476 0.0 0.8 -0.9 0.333
H 0.64697 -0.73823 1.21511 -0.7 -1.1 -2.4 0.345
```
Positions in Å, forces in eV/Å.

---

(2)
DFT (ωB97M-V/def2-TZVPD) results for a 10-piece molecular cluster, C16H52O10 overall in a non-equilibrium geometry.

E_HOMO in eV: -9.391
Energy relative to the best compared isomer or geometry (same formula, charge and spin) in eV: 3.642
Total energy in eV: -37907.04346
Gap between HOMO and LUMO in eV: 9.674
SMILES string: CCO.CCO.CCO.CCO.CCO.CCO.CO.CO.CO.CO
Total charge: 0

```
78
Properties=species:S:1:pos:R:3:forces:R:3:mulliken_charge:R:1
C 1.17578 3.67561 3.81834 -0.3 0.0 -0.1 -1.229
C 0.86209 3.36875 2.35791 0.3 -0.3 0.0 -0.148
O 0.53820 1.95950 2.20754 -0.3 0.7 -1.0 -0.364
H 0.26328 3.66825 4.42149 0.1 0.0 0.0 0.340
H 1.63969 4.66291 3.90265 -0.1 -0.1 0.0 0.388
H 1.86559 2.95238 4.25346 0.0 -0.1 -0.1 0.267
H 1.74103 3.62454 1.73497 -0.3 -0.2 0.1 0.299
H 0.02232 3.98838 2.01837 0.1 -0.2 0.0 0.292
H 0.10790 1.84123 1.29898 0.5 0.4 1.3 0.279
C -0.68868 4.78662 -3.89483 -0.1 -0.2 -0.5 -0.976
C -1.94767 4.80288 -3.03286 1.4 1.4 1.2 -0.282
O -1.72533 4.18871 -1.70638 -0.3 -0.5 -1.2 -0.593
H -0.51909 3.82401 -4.39058 0.1 -0.1 0.5 0.121
H 0.19546 5.08747 -3.32720 0.0 -0.1 0.0 0.391
H -0.77057 5.47482 -4.74625 -0.2 0.1 0.3 0.352
H -2.77368 4.41237 -3.60943 -0.4 -0.6 0.6 0.331
H -2.15977 5.83917 -2.72264 -0.3 -0.1 -0.8 0.307
H -0.91799 4.60702 -1.38247 -0.1 0.0 0.0 0.238
C -0.95654 -0.47163 0.13774 0.2 -0.5 0.3 -0.864
C -0.81118 0.64297 -0.84492 0.8 -0.3 -1.1 0.453
O -0.82787 1.91256 -0.22143 -0.6 0.6 -0.4 -0.598
H -1.78876 -0.33480 0.82390 -0.1 0.1 0.0 0.264
H -0.03873 -0.61967 0.71158 -0.1 0.1 0.2 0.015
H -1.11977 -1.39355 -0.41835 0.0 -0.1 0.1 0.298
H -1.54624 0.52754 -1.65391 -0.3 0.5 0.3 0.229
H 0.15391 0.51934 -1.37147 -0.2 0.1 0.2 -0.115
H -1.25515 2.56892 -0.82198 0.4 -0.4 0.5 0.321
C 1.71353 0.33347 -3.97227 -0.8 -0.4 -0.7 -0.206
C 2.67784 -0.39933 -4.91240 -0.6 -0.1 0.3 -0.495
O 2.17996 -0.45806 -6.24737 0.1 0.1 0.1 -0.519
H 2.12453 0.50571 -2.98112 0.0 0.0 0.1 0.327
H 0.79472 -0.27833 -3.90018 0.3 0.1 0.3 -0.224
H 1.34137 1.26721 -4.40591 0.5 0.1 0.0 0.216
H 2.80612 -1.42341 -4.53684 0.3 0.2 0.0 0.280
H 3.64545 0.09392 -4.94930 0.0 0.0 -0.1 0.322
H 1.41206 -1.04087 -6.25647 0.1 0.1 0.0 0.295
C -1.03411 -5.81387 3.52983 0.2 -0.3 -0.4 -0.782
C -0.82807 -5.16698 2.16985 1.0 -0.1 -0.4 -0.325
O -1.20628 -3.80852 2.12837 0.1 0.4 0.5 -0.476
H -2.09560 -5.87075 3.73898 -0.1 0.2 0.4 0.260
H -0.48725 -5.22559 4.25817 -0.2 0.1 0.4 0.113
H -0.62644 -6.83504 3.59319 -0.1 0.2 -0.3 0.338
H -1.36809 -5.68782 1.38052 -0.3 0.0 0.0 0.325
H 0.23884 -5.23773 1.87743 -0.2 -0.1 0.2 0.250
H -0.55749 -3.29056 2.67108 -0.5 -0.4 -0.5 0.393
C 4.24956 -1.46333 2.69729 0.3 0.5 0.2 -1.143
C 3.56760 -0.17180 2.22756 0.9 -0.9 -0.7 -0.077
O 2.39321 0.00137 2.93444 -2.0 1.6 0.0 -0.427
H 4.42675 -1.41647 3.78180 -0.1 0.0 -0.3 0.262
H 5.22222 -1.55796 2.20912 0.0 0.0 0.0 0.401
H 3.68360 -2.36648 2.47742 -0.2 0.1 -0.1 0.208
H 3.35783 -0.25299 1.14232 0.2 0.1 0.2 0.239
H 4.24496 0.67415 2.39198 0.1 0.0 -0.1 0.274
H 1.89289 0.81857 2.57353 0.6 -1.6 0.8 0.240
C 1.63910 -3.10332 4.45499 -0.8 0.0 0.0 -0.870
O 0.79269 -2.39688 3.51689 0.8 -0.4 0.6 -0.392
H 2.15762 -3.94929 3.98321 0.1 0.4 -0.1 0.303
H 2.33632 -2.42440 4.94678 0.1 0.0 -0.2 0.344
H 1.01343 -3.53403 5.25061 0.0 0.2 -0.3 0.306
H 1.22370 -1.54688 3.31367 -0.1 0.0 0.0 0.292
C -2.00109 0.04619 4.31207 1.0 -0.1 1.0 -0.399
O -0.70566 0.54956 4.77163 -0.8 0.0 -0.7 -0.540
H -2.61668 0.78431 3.79217 0.2 0.1 0.1 0.262
H -1.92602 -0.85917 3.69232 0.3 0.3 0.0 0.085
H -2.46965 -0.24471 5.26078 -0.3 0.1 -0.4 0.274
H -0.32778 1.17557 4.13472 -0.3 -0.4 -0.2 0.249
C -2.27670 -2.56063 -3.45043 0.8 0.4 0.3 -0.191
O -3.64618 -2.27556 -3.75061 0.8 -0.5 -0.7 -0.527
H -1.86691 -3.40308 -4.02429 -0.9 -0.1 0.1 0.318
H -1.52738 -1.77107 -3.72275 -0.9 0.1 0.3 -0.079
H -2.16537 -2.79296 -2.38258 0.1 0.0 -0.2 0.181
H -3.98337 -1.57026 -3.19788 0.2 0.1 0.3 0.301
C -2.62529 1.24037 -4.66166 0.8 -1.4 -0.2 -0.245
O -2.41597 1.54517 -6.02414 0.2 0.6 -0.2 -0.532
H -1.63768 1.15178 -4.19698 0.0 0.5 0.0 -0.128
H -3.22730 1.97250 -4.13288 -0.2 -0.1 0.1 0.225
H -2.96945 0.19368 -4.61219 -0.7 0.5 0.4 0.381
H -3.26231 1.72832 -6.43671 -0.1 -0.1 0.0 0.299
```
Positions in Å, forces in eV/Å.

---

(3)
DFT (ωB97M-V/def2-TZVPD) results for C29H43CoIN2O8S3Si as an isolated structure.

E_HOMO (spin up / spin down) in eV: -1.469 / -1.500
Energy relative to the best compared isomer or geometry (same formula, charge and spin) in eV: 2.078
Total energy in eV: -136245.00209
<S²>: 0.82
Gap between HOMO and LUMO (spin up / spin down) in eV: 4.826 / 4.857
Total charge: -2
2S+1: 2

```
88
Properties=species:S:1:pos:R:3:forces:R:3:mulliken_charge:R:1
Co 0.28165 -0.15413 -0.88953 0.3 -0.4 0.2 0.556
O 2.51648 2.56708 -2.33186 0.0 0.0 -0.1 -1.054
S 2.76806 1.11873 -2.18325 0.0 0.0 0.0 1.470
O 4.16035 0.78004 -2.39226 0.0 0.0 0.0 -0.821
O 2.22646 0.62193 -0.89233 -0.2 0.1 0.1 -0.536
C 1.75298 0.28956 -3.36932 0.0 0.0 0.0 1.122
C 2.13082 0.27332 -4.70559 0.0 0.0 0.0 -0.677
C 1.26492 -0.28690 -5.63040 0.0 0.0 0.0 -0.607
C 0.05070 -0.80966 -5.18710 0.0 0.0 0.0 -0.853
C -0.28677 -0.78739 -3.84028 0.0 0.0 0.0 0.543
C 0.56145 -0.23300 -2.86576 0.0 0.0 0.0 -0.981
S -3.03650 0.97841 -1.97069 0.0 -0.3 -0.2 0.401
O -3.98955 1.89089 -1.36634 0.0 0.1 0.1 -0.534
O -2.19056 2.44571 -3.32777 0.0 -0.2 0.1 -0.727
O -1.89076 0.66538 -1.14116 0.1 0.5 -0.1 -0.571
H 3.08577 0.69091 -5.00478 0.0 0.0 0.0 0.415
H 1.52743 -0.31629 -6.68222 0.0 0.0 0.0 0.335
H -0.63934 -1.24165 -5.90610 0.0 0.0 0.0 0.364
H -1.23842 -1.20819 -3.53149 0.0 0.0 0.0 0.291
C -1.11897 -2.71650 2.20056 0.0 0.0 -0.1 -2.222
C -1.30059 -1.19712 2.33056 0.0 0.1 0.1 3.445
C -2.55919 -0.86723 1.51600 -0.1 0.1 0.0 -1.603
C -1.61041 -0.90200 3.80512 0.0 -0.1 0.0 -2.010
Si 0.22512 -0.18425 1.56250 0.1 0.0 0.0 -1.318
C 1.86320 -1.06302 2.27247 0.0 0.1 0.0 3.026
C 3.08871 -0.14603 2.14818 0.0 0.0 0.0 -1.989
C 2.15699 -2.27324 1.37239 0.0 0.0 0.0 -1.882
C 1.82863 -1.53630 3.73103 0.0 0.0 0.0 -1.992
C 0.18047 1.63276 2.37934 0.1 0.0 -0.2 3.158
C -1.21909 2.23038 2.18469 0.0 0.0 0.0 -1.829
C 0.55868 1.78639 3.85355 0.0 0.0 0.1 -1.953
C 1.14237 2.53080 1.57238 -0.2 -0.1 0.0 -1.868
H -2.06766 -3.21102 2.45634 0.0 0.0 0.0 0.596
H -0.35845 -3.11285 2.87298 0.0 0.0 0.0 0.275
H -0.85653 -3.00848 1.18262 0.0 0.0 0.1 0.236
H -3.42478 -1.38933 1.95430 0.0 0.0 0.0 0.554
H -2.46413 -1.18841 0.47992 0.0 0.0 0.0 -0.180
H -2.78722 0.19886 1.50399 0.0 0.0 0.0 0.232
H -2.42571 -1.55899 4.14673 0.0 0.0 0.0 0.544
H -1.94314 0.12541 3.96026 0.0 0.0 0.0 0.350
H -0.75173 -1.07868 4.45575 0.0 0.0 0.0 0.245
H 3.17755 0.28324 1.15160 0.0 0.0 0.0 0.075
H 3.99857 -0.73444 2.34339 0.0 0.0 0.0 0.585
H 3.06997 0.66089 2.88338 0.0 0.0 0.0 0.364
H 2.29402 -1.95720 0.33610 0.0 0.0 0.0 0.010
H 1.35768 -3.01376 1.38706 0.0 0.0 0.0 0.362
H 3.08407 -2.76570 1.70495 0.0 0.0 0.0 0.657
H 1.63389 -0.71474 4.42418 0.0 0.0 0.0 0.233
H 2.80535 -1.96820 4.00054 0.0 0.0 0.0 0.555
H 1.07805 -2.30439 3.91085 0.0 0.0 0.0 0.299
H -1.97792 1.73759 2.79351 0.0 0.0 0.0 0.273
H -1.53908 2.17602 1.13982 0.0 0.0 0.0 0.171
H -1.21035 3.29093 2.48310 0.0 0.0 0.0 0.483
H -0.09984 1.22368 4.51663 0.0 0.0 0.0 0.271
H 0.49189 2.84729 4.14662 0.0 0.0 0.0 0.528
H 1.58262 1.46429 4.04689 0.0 0.0 0.0 0.322
H 0.99603 2.42972 0.49414 0.0 0.0 0.1 -0.048
H 2.18839 2.31495 1.77636 0.1 -0.1 0.0 0.209
H 0.97314 3.58170 1.84883 0.0 0.1 0.1 0.669
S -0.62932 2.62354 -3.16481 -0.1 0.1 0.1 0.349
C -0.58935 3.85222 -1.95113 -0.1 0.0 0.1 0.206
N 0.56243 4.26939 -1.45081 0.0 0.1 -0.2 0.117
C 0.63517 5.38404 -0.53040 0.1 0.1 0.0 -0.976
C -0.65860 5.51186 0.25785 0.0 -0.1 0.0 0.358
C -1.86231 5.48981 -0.67246 0.0 0.1 0.1 -0.911
N -1.75963 4.34839 -1.54966 0.2 0.0 -0.4 0.060
H 1.40300 3.74842 -1.74950 0.0 -0.1 0.1 0.294
H 0.83467 6.31437 -1.07836 0.0 0.0 0.0 0.461
H 1.47472 5.20913 0.14252 0.0 0.0 0.0 0.445
H -0.65175 6.43124 0.84515 0.0 0.0 0.0 0.446
H -0.74025 4.67025 0.94281 0.0 0.0 0.0 -0.582
H -1.92099 6.42089 -1.25142 0.0 0.0 0.0 0.346
H -2.78210 5.39968 -0.09275 0.0 0.0 0.0 0.469
H -2.54723 3.96410 -2.06666 -0.1 -0.1 0.2 0.249
I -0.01456 -9.02836 -2.05661 0.0 0.0 0.0 -0.024
C -0.38248 -6.97032 -1.83017 0.0 0.0 0.0 0.093
C 0.64672 -6.14140 -1.41425 0.0 0.0 0.0 -0.710
C 0.39038 -4.78508 -1.25923 0.0 0.0 0.0 -0.038
C -0.87299 -4.26757 -1.51821 0.0 0.0 0.0 0.214
C -1.88621 -5.12181 -1.93373 0.0 0.0 0.0 -0.391
C -1.65219 -6.48086 -2.09276 0.0 0.0 0.0 -0.614
C -1.15456 -2.77255 -1.36333 0.0 0.0 0.1 -0.096
O -2.27927 -2.37097 -1.67934 0.0 0.0 0.0 -0.854
O -0.17514 -2.12657 -0.89193 -0.1 0.1 -0.2 -0.362
H 1.63287 -6.54112 -1.21957 0.0 0.0 0.0 0.384
H 1.16426 -4.10219 -0.93322 0.0 0.0 0.0 0.310
H -2.85893 -4.69057 -2.13318 0.0 0.0 0.0 0.432
H -2.44215 -7.14571 -2.41621 0.0 0.0 0.0 0.360
```
Positions in Å, forces in eV/Å.

---

(4)
DFT (ωB97M-V/def2-TZVPD) results for C5H6N4 in the gas phase in a non-equilibrium geometry.

E_HOMO in eV: -9.663
Energy relative to the best compared isomer or geometry (same formula, charge and spin) in eV: 3.572
Total energy in eV: -11238.09539
Gap between HOMO and LUMO in eV: 9.371
SMILES string: [H]/N=C\N/C(C#N)=N\C=C
Total charge: 0

```
15
Properties=species:S:1:pos:R:3:forces:R:3:mulliken_charge:R:1
H -1.01499 1.58582 -2.19906 0.0 1.1 1.2 0.304
N -1.04726 2.35775 -1.47765 0.8 -1.4 2.8 -0.594
C -0.56544 2.08795 -0.28339 1.9 1.1 -2.0 0.062
N 0.22235 0.84887 0.09442 -1.0 1.1 -1.1 -0.245
C 0.08862 -0.30334 -0.75445 0.2 1.5 2.4 0.761
C -0.74376 -0.38814 -1.90809 -9.3 -2.5 -7.5 -0.077
N -1.70079 -0.71920 -2.70445 8.5 3.0 6.6 -0.434
N 0.46692 -1.45844 -0.45566 2.2 -1.3 2.0 -0.409
C 1.13723 -1.64147 0.86378 -1.3 -0.3 -1.7 -0.322
C 0.34111 -1.51778 1.93402 2.3 0.4 1.8 -0.547
H -0.43247 3.02683 0.43449 -0.5 -2.5 -1.2 0.281
H 0.90737 0.76050 0.92814 -2.0 0.4 -2.0 0.347
H 2.16967 -2.01343 0.70624 -0.8 0.1 0.7 0.313
H 0.74971 -1.67151 3.00678 -0.8 0.1 -2.0 0.235
H -0.57829 -0.95442 1.81489 -0.2 -0.6 0.1 0.325
```
Positions in Å, forces in eV/Å.